a:
15
Properties=species:S:1:pos:R:3:nbo_charge:R:1 method="wB97M-V/def2-TZVPD" lumo_energy_ev="-0.4 / -0.4" charge=0
C 2.55 -0.43 -0.07 -0.611
C -2.64 0.37 0.47 -0.244
C 1.24 0.11 0.33 -0.727
O -0.55 -1.30 -1.40 -0.981
O -1.45 0.39 0.99 -0.742
P -0.11 0.00 -0.94 1.754
H 2.93 0.22 -0.76 0.201
H 3.16 -0.60 0.81 0.227
H 2.37 -1.35 -0.63 0.218
H -3.33 0.07 1.22 0.166
H -2.90 -0.54 -0.23 0.131
H -2.95 1.35 0.04 0.127
H 1.16 1.09 0.82 0.261
H 0.85 -0.58 1.05 0.266
H -0.31 1.20 -1.69 -0.045

b:
15
Properties=species:S:1:pos:R:3:nbo_charge:R:1 method="wB97M-V/def2-TZVPD" lumo_energy_ev="-0.5 / 0.5" charge=0
C 1.36 0.59 0.35 -0.686
C -0.84 1.63 0.35 -0.699
C 0.25 1.15 -0.54 -0.088
O 0.22 -2.94 0.59 -0.428
O -0.95 -2.29 -0.03 -0.555
P -0.54 -1.54 -1.47 0.592
H 1.66 1.26 1.29 0.205
H 1.22 -0.32 0.81 0.222
H 2.40 0.43 -0.18 0.213
H -0.44 2.45 0.99 0.230
H -1.41 0.78 0.83 0.234
H -1.64 2.07 -0.37 0.206
H 0.24 1.15 -1.54 0.184
H 0.04 -3.75 0.17 0.460
H -1.56 -0.66 -1.25 -0.088

Which structure is most stable? a, by 89.9 kcal/mol over the runner-up.